# 1
Below is a cluster of 6 separate species, C28H41F15N2O13P in total at a distorted geometry, with properties calculated with wB97M-V/def2-TZVPD.

Total energy, hartree: -4018.074976
HOMO energy, eV: -12.193
LUMO, eV: -4.11

The geometry in ORCA input format:
```
! RIJCOSX wB97M-V def2-TZVPD def2/J DEFGRID3
* xyz 1 1
C -1.0220 2.4466 1.2015
C 0.2472 2.8703 0.2006
O 1.2574 1.9869 0.1576
N 0.1888 4.1985 -0.5192
P 1.7614 4.7032 -1.1876
C 1.9516 4.4865 -3.0750
C 1.7639 2.9419 -3.6159
O 1.4236 1.8834 -2.8749
N 2.0525 2.6926 -5.0863
C 1.1437 1.6439 -5.6884
C 3.5181 2.4226 -5.3464
C -0.9389 4.2823 -1.5218
C -1.8856 3.0507 -2.0444
O -1.2219 5.5224 -2.0027
H -1.0443 1.2831 1.3310
H -0.7842 2.9025 2.2752
H -2.0413 2.9253 0.8714
H 2.8262 4.0796 -0.4392
H 1.8739 6.1436 -0.9213
H 3.0792 4.7826 -3.3330
H 1.2933 5.2422 -3.7224
H 0.8361 2.0534 -6.7658
H 0.1380 1.4681 -5.1159
H 1.7292 0.6181 -5.8534
H 3.8058 2.8922 -6.4013
H 4.1335 2.9847 -4.5150
H 3.8195 1.2842 -5.3329
H -2.6411 2.6659 -1.2080
H -1.3032 2.1418 -2.4961
H -2.5891 3.4929 -2.9006
C -0.8499 -3.5181 5.0579
C 0.2690 -2.5100 4.8866
O -0.2424 -1.2741 4.3660
C -0.8007 -0.4185 5.2819
O -0.8853 -0.6614 6.4832
C -1.2593 0.8702 4.6006
F -1.9229 0.6471 3.4300
F -0.2092 1.6839 4.2916
F -2.0999 1.6137 5.3742
H -1.3965 -3.6530 4.1185
H -0.4548 -4.4857 5.3782
H -1.5782 -3.1804 5.8028
H 0.9933 -2.8884 4.1561
H 0.8116 -2.3457 5.8246
C 2.8560 2.2489 2.4931
C 3.9822 1.7600 3.3820
O 5.2187 2.3941 3.0225
C 5.4266 3.6477 3.5397
O 4.6242 4.2316 4.2640
C 6.7944 4.1816 3.1161
F 7.0635 3.9698 1.7958
F 7.8088 3.5893 3.8092
F 6.9303 5.5228 3.3176
H 3.1078 2.1082 1.4366
H 1.9293 1.7111 2.7096
H 2.6737 3.3194 2.6357
H 4.1219 0.6828 3.2357
H 3.7559 1.9155 4.4430
C -3.4993 6.3429 -7.6806
C -3.3837 5.6941 -6.3157
O -3.3679 4.2641 -6.4378
C -2.1574 3.6985 -6.7497
O -1.1268 4.3424 -6.9304
C -2.2755 2.1758 -6.8021
F -3.3845 1.7501 -7.4724
F -2.3530 1.6283 -5.5553
F -1.2137 1.5782 -7.4130
H -4.3718 5.9584 -8.2194
H -3.5920 7.4282 -7.5880
H -2.6227 6.1243 -8.2997
H -4.2615 5.9530 -5.7125
H -2.5014 6.0510 -5.7723
C 3.2321 -8.4514 5.1440
C 3.5258 -7.3145 4.1855
O 2.5083 -7.2313 3.1765
C 1.3614 -6.5662 3.5295
O 1.1731 -6.0650 4.6352
C 0.3889 -6.5137 2.3519
F 0.2747 -7.7072 1.7015
F 0.7771 -5.6054 1.4114
F -0.8759 -6.1624 2.7187
H 3.1032 -9.3930 4.5998
H 4.0441 -8.5697 5.8663
H 2.3033 -8.2749 5.6967
H 4.4727 -7.5078 3.6684
H 3.6342 -6.3597 4.7126
C -2.9582 -4.8316 0.4430
C -3.7796 -6.0852 0.6694
O -5.1031 -5.7470 1.1101
C -5.9969 -5.4034 0.1276
O -5.7191 -5.3664 -1.0686
C -7.3709 -5.1144 0.7309
F -7.3082 -4.3411 1.8527
F -8.0176 -6.2586 1.0952
F -8.2057 -4.4644 -0.1283
H -2.9538 -4.2044 1.3408
H -1.9267 -5.0848 0.1845
H -3.3763 -4.2236 -0.3663
H -3.3215 -6.6835 1.4653
H -3.8138 -6.7132 -0.2282
*
```

# 2
Below is the molecule C28H41F8N2O4P at a distorted geometry, with properties calculated with wB97M-V/def2-TZVPD.

SMILES: CCCCCCCCCCC[C@@]1(c2ccccn2)O[C@@]([C@@H](F)CC)(P(=N)(O)O)[C@@H](CC=O)[C@@H]1C(F)(F)C(F)(F)C(F)(F)F
Total energy, hartree: -2641.989351
HOMO energy, eV: -9.261
LUMO, eV: -0.01

The geometry in ORCA input format:
```
! RIJCOSX wB97M-V def2-TZVPD def2/J DEFGRID3
* xyz 0 1
C -1.6920 -1.1896 -5.2216
C -1.8419 -2.6829 -5.7865
C -2.1549 -3.7795 -4.6449
C -0.8106 -4.5401 -4.1334
C -0.1421 -3.6121 -3.0071
C 0.4736 -4.4329 -1.7713
C 1.8211 -3.7196 -1.2011
C 1.6125 -3.1358 0.2768
C 1.6500 -1.5081 0.3396
C 0.5284 -0.9961 -0.6697
C 0.0606 0.5170 -0.5096
C -0.4353 0.9631 0.9549
C -1.3405 -0.2937 1.3893
C -2.5121 -0.6059 0.4920
C -3.4119 -1.8013 0.8001
C -2.9405 -2.5295 2.0604
C -1.7057 -2.0518 2.7795
N -0.8421 -0.9599 2.5336
O 0.8128 1.1885 1.6500
C 1.5024 2.4583 1.5097
C 1.8397 2.7757 3.0863
F 0.7828 2.1117 3.8214
C 3.1932 2.1227 3.6178
C 3.1518 0.4984 3.6822
P 3.0738 2.5722 0.4884
N 3.8184 3.9306 0.9614
O 2.8402 2.7218 -1.1821
O 4.0767 1.1841 0.7090
C 0.2272 3.4169 1.1146
C 0.4558 4.6660 0.1549
C 0.2492 4.4345 -1.3941
O -0.9147 4.4317 -1.8834
C -1.0370 2.4368 0.8451
C -2.4546 2.8680 1.4070
F -2.5629 4.2527 0.9925
F -3.5546 2.2726 0.7093
C -2.7057 2.9201 2.9632
F -1.7207 3.5699 3.7368
F -3.8656 3.7585 3.1242
C -3.0793 1.5758 3.7366
F -1.9279 1.0985 4.3660
F -3.8054 0.6310 3.0262
F -3.9388 1.9710 4.8090
H -1.1191 -0.5761 -6.0128
H -2.7017 -0.6538 -5.1068
H -1.0804 -1.1123 -4.2580
H -2.6850 -2.6478 -6.5676
H -0.8856 -2.9180 -6.3671
H -2.8636 -4.5418 -5.1407
H -2.7519 -3.3340 -3.7727
H -1.1052 -5.5813 -3.7737
H -0.1411 -4.6144 -5.0498
H -0.9378 -2.9044 -2.6064
H 0.7382 -3.0647 -3.5046
H -0.3395 -4.5324 -0.9817
H 0.7192 -5.4857 -2.1351
H 2.2791 -2.9891 -1.9430
H 2.5804 -4.5822 -1.1018
H 0.5420 -3.4106 0.6103
H 2.3023 -3.5936 1.0663
H 1.4831 -1.2473 1.4323
H 2.7250 -1.2346 0.0303
H 0.9862 -1.0798 -1.7267
H -0.3332 -1.7612 -0.6803
H -0.8249 0.6519 -1.2405
H 0.8915 1.1830 -0.9122
H -2.7217 0.0525 -0.4099
H -4.3051 -2.0799 0.1657
H -3.5172 -3.4273 2.4497
H -1.3993 -2.6758 3.6954
H 1.8933 3.8901 3.3055
H 3.2817 2.4416 4.7238
H 4.1411 2.4938 3.1213
H 4.2573 0.1933 3.8177
H 2.6147 0.1113 4.6068
H 2.8196 0.0245 2.7071
H 4.7450 3.6562 1.3445
H 3.6857 2.9408 -1.6324
H 4.9840 1.5655 0.6209
H 0.1065 3.9560 2.1268
H 1.5277 5.0669 0.3076
H -0.2249 5.5222 0.5118
H 1.0956 4.2780 -2.1591
H -1.2353 2.5110 -0.2940
*
```

# 3
Below is a cluster of 9 separate species, C28H41O28P in total at a distorted geometry, with properties calculated with wB97M-V/def2-TZVPD.

SMILES: CCP(C)OC(=O)OO.O=C1OCCO1.O=C1OCCO1.O=C1OCCO1.O=C1OCCO1.O=C1OCCO1.O=C1OCCO1.O=C1OCCO1.O=C1OCCO1
Total energy, hartree: -3539.439228
HOMO energy, eV: -7.981
LUMO, eV: -0.05

The geometry in ORCA input format:
```
! RIJCOSX wB97M-V def2-TZVPD def2/J DEFGRID3
* xyz 0 1
C 3.7773 1.9511 1.6785
C 2.9723 2.9943 0.6663
P 2.1969 4.3895 1.7143
C 3.0781 6.0689 1.4927
O 0.5677 4.5977 1.0616
C -0.2769 3.8527 2.0297
O 0.3495 2.9368 2.8148
O -1.7336 4.0484 2.1029
O -2.3346 3.0962 1.3994
H 3.0116 1.0827 1.9687
H 4.1785 2.4886 2.6473
H 4.6494 1.4311 1.0840
H 2.0623 2.3567 0.2311
H 3.6106 3.3472 -0.2490
H 2.8305 6.5790 0.4463
H 4.2349 6.0561 1.6703
H 2.6237 6.8158 2.3054
H -2.3330 3.3755 0.4194
O 0.9406 -2.4610 2.1725
C 0.3193 -1.6410 2.8277
O -0.4486 -1.9436 3.9150
C -0.8085 -0.7152 4.5188
C -0.6972 0.2649 3.3962
O 0.3008 -0.3009 2.5680
H -1.8212 -0.7664 4.9280
H -0.1063 -0.5017 5.3315
H -1.6261 0.3508 2.8226
H -0.3984 1.2590 3.7398
O -7.3971 3.4938 -2.5554
C -6.8270 3.4532 -1.4780
O -7.4129 3.0613 -0.3089
C -6.3778 2.9365 0.6481
C -5.3066 3.8311 0.1141
O -5.5196 3.7950 -1.2843
H -6.7250 3.2471 1.6374
H -6.0632 1.8886 0.6939
H -5.4130 4.8642 0.4615
H -4.3036 3.4739 0.3631
O 3.4427 0.7302 -1.0826
C 3.1917 -0.4416 -1.3097
O 3.5023 -1.4738 -0.4721
C 2.8526 -2.6244 -0.9791
C 2.6642 -2.3029 -2.4262
O 2.5643 -0.8915 -2.4356
H 3.4678 -3.5156 -0.8272
H 1.9015 -2.7543 -0.4522
H 3.5237 -2.6007 -3.0360
H 1.7602 -2.7585 -2.8395
O -3.1945 0.8524 4.8166
C -4.1066 0.0832 5.0697
O -5.1901 0.3970 5.8385
C -6.1118 -0.6685 5.7044
C -5.2483 -1.8218 5.3076
O -4.1760 -1.2044 4.6213
H -6.6379 -0.8469 6.6463
H -6.8430 -0.4083 4.9319
H -4.8501 -2.3629 6.1724
H -5.7706 -2.5279 4.6562
O -6.5227 5.6650 2.4593
C -5.9313 6.7268 2.3564
O -6.4802 7.8704 1.8522
C -5.5622 8.9160 2.1111
C -4.2570 8.2012 2.2470
O -4.6333 6.9255 2.7299
H -5.5574 9.6395 1.2912
H -5.8581 9.4256 3.0340
H -3.7452 8.0790 1.2865
H -3.5816 8.6980 2.9489
O 4.8381 -4.0108 -4.7600
C 4.2280 -3.3970 -5.6195
O 4.2206 -2.0371 -5.7385
C 3.5957 -1.7358 -6.9721
C 2.7529 -2.9417 -7.2338
O 3.4625 -3.9812 -6.5872
H 3.0012 -0.8216 -6.8923
H 4.3689 -1.5924 -7.7342
H 1.7571 -2.8611 -6.7854
H 2.6461 -3.1508 -8.3017
O 9.3623 -8.1377 -7.4427
C 8.7410 -7.3177 -6.7876
O 7.9730 -7.6202 -5.7002
C 7.6132 -6.3918 -5.0965
C 7.7245 -5.4118 -6.2190
O 8.7224 -5.9776 -7.0473
H 6.6005 -6.4430 -4.6872
H 8.3153 -6.1784 -4.2837
H 6.7956 -5.3259 -6.7927
H 8.0232 -4.4176 -5.8754
O -1.9755 -5.7420 -1.7505
C -1.4053 -5.7825 -0.6731
O -1.9912 -6.1744 0.4960
C -0.9561 -6.2993 1.4530
C 0.1151 -5.4046 0.9190
O -0.0979 -5.4407 -0.4794
H -1.3033 -5.9886 2.4422
H -0.6416 -7.3471 1.4988
H 0.0087 -4.3715 1.2664
H 1.1181 -5.7618 1.1680
*
```

# 4
Below is a structure of composition C28H42BN7Si4Ta at a distorted geometry, with properties calculated with wB97M-V/def2-TZVPD.

Total energy, hartree: -2714.219018
HOMO energy, eV: -16.751
LUMO, eV: -11.55

The geometry in ORCA input format:
```
! RIJCOSX wB97M-V def2-TZVPD def2/J DEFGRID3
* xyz 3 1
Ta 0.3314 -1.3025 -1.5137
C 4.5488 -1.5430 -2.2015
C 3.2499 -1.9293 -1.9540
N 2.3468 -0.8827 -2.0232
C 2.7040 0.4390 -2.2484
C 4.0638 0.7618 -2.2623
N 4.9252 -0.2442 -2.2722
C 1.6277 1.3403 -2.2830
C 1.6353 2.7177 -2.5338
C 0.4781 3.4761 -2.3172
C -0.7531 2.8037 -2.2670
C -0.6825 1.3891 -2.3418
N 0.4483 0.6367 -2.2981
C -1.8071 0.5179 -2.4716
C -3.1321 0.7974 -2.6803
N -4.0062 -0.1738 -2.6184
C -3.6427 -1.4694 -2.7173
C -2.3185 -1.8043 -2.6420
N -1.4113 -0.8025 -2.4468
C 0.4915 4.9425 -2.0995
C -0.6128 5.7794 -1.9585
C -0.4598 7.0150 -1.3410
N 0.7086 7.5590 -1.0099
C 1.8116 6.8481 -1.1784
C 1.7990 5.5220 -1.6133
H 5.3725 -2.2978 -2.2605
H 2.9297 -2.9392 -1.6599
H 4.4716 1.8307 -2.1976
H 2.5735 3.1313 -2.7642
H -1.6553 3.3693 -2.3061
H -3.5462 1.7996 -2.9104
H -4.3817 -2.1912 -2.9274
H -1.9426 -2.7901 -2.8013
H -1.5340 5.5704 -2.5050
H -1.3465 7.6337 -1.1793
H 2.7843 7.4192 -1.1332
H 2.7048 4.8968 -1.7492
C -3.3817 -2.4095 1.3949
Si -1.6295 -2.6899 1.9962
C -2.0419 -2.9685 3.8436
C -1.2532 -4.4952 1.4567
Si -0.2295 -0.9834 0.9798
Si -1.5086 0.9285 1.7038
C -3.0309 1.2811 0.6347
C -0.4517 2.4779 1.8143
C -2.1814 0.6760 3.4580
Si 1.8571 -0.9197 2.3673
C 2.7858 0.6485 1.9109
C 3.0255 -2.4601 2.2990
C 1.2120 -0.8895 4.0869
H -3.7723 -3.3671 1.1671
H -3.3951 -1.8345 0.4603
H -4.1350 -1.9369 2.1240
H -1.1380 -2.6344 4.3528
H -2.2073 -4.0550 4.0206
H -2.7151 -2.1993 4.1691
H -2.2439 -4.9672 1.3315
H -0.6199 -5.2045 2.0632
H -0.8479 -4.3803 0.4579
H -2.8395 1.6876 -0.3386
H -3.7029 1.8997 1.2536
H -3.6042 0.3240 0.5862
H -0.3612 3.0045 0.8293
H 0.5297 2.3001 2.1594
H -1.0123 3.1913 2.4324
H -2.6525 -0.2882 3.5716
H -2.9472 1.4285 3.7120
H -1.3804 0.7088 4.2251
H 2.2998 1.2530 1.0624
H 3.7525 0.3731 1.4750
H 2.9186 1.3123 2.7754
H 3.3945 -2.6757 1.2321
H 2.3978 -3.2982 2.6064
H 3.9127 -2.3985 2.9415
H 1.8412 -0.1373 4.6754
H 1.4462 -1.8512 4.6073
H 0.1759 -0.6702 4.1547
B 0.9547 -5.7548 -2.0488
C 0.6182 -4.2896 -2.0251
N 0.2764 -3.1181 -2.0548
H 0.7313 -6.1876 -0.9642
H 2.1271 -5.9613 -2.3383
H 0.2518 -6.2959 -2.9355
*
```

# 5
Below is a structure of composition C28H42Br42NO7S2 at a distorted geometry, with properties calculated with wB97M-V/def2-TZVPD.

Total energy, hartree: -110578.326553
HOMO energy, eV: -5.936
LUMO, eV: 0.62

The geometry in ORCA input format:
```
! RIJCOSX wB97M-V def2-TZVPD def2/J DEFGRID3
* xyz -1 1
C -4.7829 0.5760 2.3297
O -5.8472 0.1012 1.5754
C -5.4559 -0.9022 0.6584
C -4.5235 -0.3490 -0.4399
C -3.1790 -1.0925 -0.6391
C -2.3679 -1.4562 0.6318
C -1.0908 -0.5888 0.8264
C -0.1155 -1.2062 1.8726
C 0.3473 -2.6305 1.5145
C 1.0071 -2.7242 0.1281
S 0.0923 -3.7844 -0.9928
O 0.9879 -4.6200 -1.8288
O -0.7581 -4.7141 -0.2165
N -0.9205 -2.8823 -1.8556
S -0.1468 -1.8716 -2.8617
O -0.3443 -0.4734 -2.5091
O 1.2765 -2.1027 -3.0010
C -1.0250 -2.0682 -4.4291
C -0.0993 -2.0431 -5.6370
C 0.0785 -0.6644 -6.2672
O 0.5209 0.3335 -5.3381
C 1.8352 0.1784 -5.0920
C 2.4427 0.9161 -3.9175
O 2.5527 -0.4800 -5.7768
H -4.0655 1.1683 1.7521
H -4.2541 -0.2030 2.8869
H -5.2020 1.2564 3.0705
H -5.0175 -1.7686 1.1672
H -6.3827 -1.2712 0.2192
H -5.0692 -0.4629 -1.3825
H -4.3438 0.7206 -0.3448
H -2.5560 -0.4361 -1.2492
H -3.3165 -1.9850 -1.2452
H -2.9299 -1.3999 1.5630
H -2.0737 -2.5003 0.5250
H -1.4414 0.3404 1.2949
H -0.5964 -0.3497 -0.1108
H -0.5639 -1.1445 2.8677
H 0.7798 -0.5737 1.9329
H -0.5134 -3.2828 1.6345
H 1.0694 -2.9539 2.2682
H 2.0257 -3.0735 0.2406
H 1.0439 -1.7386 -0.3352
H -1.7667 -1.2793 -4.4700
H -1.5599 -3.0131 -4.3410
H -0.6019 -2.6480 -6.4004
H 0.8542 -2.5330 -5.4517
H 0.6922 -0.7105 -7.1650
H -0.9155 -0.3474 -6.6107
H 2.4105 0.3193 -3.0113
H 3.4715 1.1795 -4.1441
H 1.9279 1.8582 -3.7118
C 2.4336 4.8997 5.9206
Br 3.3415 4.3238 7.5200
Br 2.6878 3.6512 4.4657
Br 0.5646 5.2600 6.2530
H 2.8842 5.8334 5.6180
C -1.4436 -4.6139 -9.4852
Br -0.3324 -3.0439 -9.5061
Br -1.6899 -5.2894 -7.6992
Br -3.1342 -4.3050 -10.3680
H -0.9275 -5.3781 -10.0466
C -4.9344 -7.8013 -9.4064
Br -6.3308 -8.5262 -10.5218
Br -5.5884 -7.3475 -7.6516
Br -3.4073 -8.9766 -9.3245
H -4.6030 -6.8828 -9.8690
C -0.8262 6.2695 10.4417
Br -2.5099 5.8893 9.5787
Br 0.3112 4.7164 10.5010
Br 0.0594 7.7749 9.6306
H -1.0472 6.5405 11.4630
C 0.7619 4.5029 0.8341
Br 0.9916 2.7490 0.0732
Br 2.4402 5.4894 0.9385
Br -0.5351 5.5638 -0.1285
H 0.3955 4.3653 1.8414
C 2.1535 -7.0638 1.3519
Br 2.6229 -8.6995 0.4168
Br 3.7238 -6.2827 2.2071
Br 1.2180 -5.7872 0.1878
H 1.4701 -7.3424 2.1418
C -4.1162 -1.1726 -7.0336
Br -4.0946 -0.0964 -5.4363
Br -5.8617 -1.1868 -7.8540
Br -2.7519 -0.6309 -8.2850
H -3.8948 -2.1897 -6.7417
C 4.7598 -1.4438 3.0817
Br 3.2614 -0.6824 4.0284
Br 5.4540 -3.0006 3.9769
Br 4.3217 -1.8278 1.2422
H 5.5425 -0.7004 3.0800
C 6.0281 -1.9169 -3.5083
Br 7.2088 -0.7540 -2.5115
Br 6.8371 -3.6460 -3.7857
Br 4.2785 -2.0711 -2.7242
H 5.8924 -1.4700 -4.4825
C 4.3597 3.9227 -1.7005
Br 2.9186 4.0054 -2.9737
Br 5.1729 2.1792 -1.5879
Br 5.6693 5.3052 -2.0218
H 3.9242 4.1165 -0.7345
C 0.5330 8.7762 -2.6742
Br -1.0373 8.0263 -3.5041
Br 0.2867 9.1541 -0.7936
Br 2.0655 7.6522 -2.9576
H 0.7169 9.7283 -3.1479
C -5.3836 3.8055 11.3445
Br -4.5377 2.7914 12.7476
Br -6.0955 2.6625 9.9680
Br -6.7235 5.0049 12.0404
H -4.6183 4.4143 10.8885
C 5.3280 -6.5886 6.9419
Br 5.3809 -5.5720 8.5802
Br 3.5616 -6.6153 6.1729
Br 6.6521 -5.9948 5.6670
H 5.5831 -7.6072 7.1917
C 2.0424 10.8967 7.4105
Br 1.3618 9.2622 6.6496
Br 1.4891 12.4406 6.3991
Br 1.5827 11.0616 9.2782
H 3.1193 10.8496 7.3532
*
```